(1)
Computed, not measured: a 11-piece molecular cluster, C44H73N9O4S2 overall, with ωB97M-V/def2-TZVPD.

Cartesian coordinates (Å):
C -7.25 -3.04 0.27
C -8.29 -3.13 -0.86
C -9.52 -3.92 -0.41
C -10.45 -3.10 0.39
N -11.20 -2.48 1.00
H -6.37 -2.45 0.03
H -6.88 -4.04 0.50
H -7.78 -2.67 1.16
H -7.73 -3.64 -1.64
H -8.57 -2.15 -1.24
H -9.18 -4.81 0.11
H -10.01 -4.16 -1.36
C -12.17 -6.15 1.22
C -13.29 -6.10 0.18
C -13.40 -4.72 -0.42
C -14.37 -4.56 -1.50
N -15.10 -4.45 -2.38
H -11.85 -7.18 1.38
H -12.49 -5.74 2.17
H -11.28 -5.60 0.91
H -14.26 -6.35 0.62
H -13.24 -6.93 -0.53
H -12.42 -4.37 -0.76
H -13.62 -3.91 0.28
C -15.72 -10.32 4.44
C -15.86 -9.55 3.13
C -15.31 -8.10 3.15
C -14.02 -8.03 3.79
N -13.01 -7.93 4.33
H -16.60 -10.23 5.08
H -14.88 -10.25 5.13
H -15.68 -11.37 4.15
H -16.89 -9.53 2.78
H -15.34 -10.05 2.31
H -16.02 -7.49 3.71
H -15.29 -7.69 2.14
C -13.42 -5.91 9.51
C -13.44 -7.05 8.51
C -14.86 -7.39 8.02
C -15.26 -6.41 7.01
N -15.60 -5.61 6.25
H -13.01 -4.97 9.15
H -12.94 -6.17 10.45
H -14.43 -5.64 9.86
H -13.07 -7.95 9.01
H -12.77 -6.95 7.66
H -15.56 -7.45 8.85
H -14.82 -8.37 7.53
C -4.52 -7.73 3.38
C -5.92 -8.26 3.07
C -6.97 -7.44 3.80
C -7.28 -6.13 3.23
N -7.59 -5.10 2.81
H -4.17 -8.05 4.37
H -4.46 -6.64 3.36
H -3.74 -8.14 2.73
H -6.00 -9.32 3.31
H -6.10 -8.28 1.99
H -6.69 -7.30 4.85
H -7.94 -7.94 3.81
C -6.96 -6.27 12.41
C -7.67 -4.94 12.72
C -8.10 -4.16 11.47
C -8.91 -4.84 10.46
N -9.56 -5.40 9.69
H -6.36 -6.63 13.25
H -6.34 -6.16 11.53
H -7.72 -7.04 12.29
H -7.13 -4.28 13.38
H -8.66 -5.21 13.09
H -7.25 -3.74 10.90
H -8.54 -3.19 11.70
C -12.16 -4.60 6.25
C -12.02 -3.86 4.93
C -10.57 -4.00 4.44
S -10.12 -5.69 4.93
O -8.85 -5.59 5.62
O -10.26 -6.62 3.83
C -11.50 -6.00 6.09
H -13.25 -4.69 6.34
H -11.75 -4.02 7.07
H -12.27 -2.83 5.17
H -12.66 -4.22 4.12
H -10.05 -3.32 5.12
H -10.34 -3.62 3.45
H -11.25 -6.46 7.05
H -12.23 -6.60 5.54
C -8.59 0.58 3.06
C -9.59 0.59 1.85
C -10.97 0.97 2.28
S -11.03 0.92 4.15
O -12.01 0.01 4.72
O -10.92 2.29 4.62
C -9.37 0.16 4.30
H -8.05 1.52 3.12
H -7.98 -0.30 2.91
H -9.55 -0.37 1.33
H -9.24 1.21 1.01
H -11.68 0.15 2.14
H -11.42 1.91 1.96
H -9.52 -0.92 4.36
H -9.06 0.50 5.29
N -10.96 -10.10 8.79
C -11.62 -10.67 7.75
C -11.39 -9.93 6.62
C -10.38 -8.98 6.94
C -10.17 -9.08 8.29
H -10.78 -10.44 9.71
H -12.53 -11.25 7.85
H -11.99 -10.08 5.74
H -10.15 -8.22 6.20
H -9.47 -8.54 8.92
N -13.37 -0.91 7.06
C -14.43 -1.70 6.71
C -14.88 -2.32 7.85
C -14.20 -1.74 8.96
C -13.29 -0.87 8.43
H -12.75 -0.46 6.40
H -14.85 -1.76 5.72
H -15.73 -2.98 7.87
H -14.36 -2.00 9.99
H -12.48 -0.30 8.86
N -8.62 -1.72 8.92
C -8.92 -2.66 7.95
C -8.26 -2.33 6.82
C -7.62 -1.07 7.05
C -7.86 -0.72 8.36
H -8.86 -1.87 9.87
H -9.54 -3.50 8.23
H -8.20 -2.76 5.83
H -6.93 -0.61 6.36
H -7.46 0.10 8.92

Summary:
Energy relative to the best compared isomer or geometry (same formula, charge and spin) (kcal/mol): 0.0
Highest occupied orbital energy (eV): -7.6102
Orbital gap (eV): 8.02
Spin multiplicity: 1


(2)
Computed, not measured: C54H45MgNO4P3SSi as an isolated structure, with ωB97M-V/def2-TZVPD.

Cartesian coordinates (Å):
Mg -0.39 -1.06 -0.24
C -2.93 2.22 -5.84
C -2.95 0.89 -5.52
C -2.78 0.55 -4.15
C -2.68 1.52 -3.15
C -2.81 2.84 -3.54
C -2.79 3.20 -4.85
P -2.17 0.95 -1.47
C -3.54 -0.19 -1.01
C -3.62 -1.45 -1.62
C -4.74 -2.28 -1.46
C -5.82 -1.88 -0.74
C -5.74 -0.62 -0.09
C -4.63 0.17 -0.24
C -2.48 2.33 -0.41
C -3.62 3.15 -0.56
C -3.86 4.31 0.22
C -3.01 4.58 1.22
C -1.89 3.78 1.41
C -1.57 2.61 0.63
Si -0.17 1.31 0.97
C 1.57 2.06 0.45
C 2.15 3.15 1.11
C 3.39 3.68 0.83
C 4.20 3.01 -0.11
C 3.69 1.87 -0.72
C 2.39 1.39 -0.49
P 1.71 0.04 -1.47
C 3.12 -0.92 -2.01
C 3.11 -2.24 -1.56
C 4.14 -3.08 -1.96
C 5.12 -2.63 -2.85
C 5.04 -1.37 -3.39
C 4.07 -0.49 -2.95
C 1.26 0.90 -3.03
C 0.96 2.27 -2.95
C 0.60 3.01 -4.03
C 0.38 2.34 -5.24
C 0.63 0.97 -5.34
C 0.96 0.26 -4.20
C 0.44 1.25 2.92
C 0.32 2.24 3.90
C 1.13 2.24 5.02
C 2.02 1.21 5.27
C 2.10 0.19 4.34
C 1.29 0.19 3.21
P 1.15 -1.37 2.22
C 2.73 -2.28 2.57
C 3.86 -1.89 1.83
C 5.01 -2.62 1.89
C 5.08 -3.77 2.67
C 3.96 -4.14 3.46
C 2.79 -3.40 3.40
C 0.01 -2.23 3.39
C -0.36 -3.53 2.96
C -1.33 -4.26 3.69
C -1.91 -3.67 4.82
C -1.57 -2.35 5.25
C -0.60 -1.68 4.52
H -2.92 2.52 -6.87
H -3.13 0.12 -6.26
H -2.84 -0.55 -4.04
H -2.80 3.57 -2.80
H -2.80 4.22 -5.17
H -2.79 -1.85 -2.20
H -4.67 -3.22 -2.03
H -6.72 -2.48 -0.65
H -6.54 -0.32 0.55
H -4.70 1.14 0.22
H -4.37 2.76 -1.28
H -4.73 4.87 0.03
H -3.17 5.39 1.92
H -1.29 3.96 2.32
H 1.52 3.60 1.89
H 3.81 4.45 1.44
H 5.23 3.26 -0.33
H 4.37 1.30 -1.33
H 2.31 -2.60 -0.89
H 4.29 -4.10 -1.61
H 5.94 -3.29 -3.06
H 5.79 -0.95 -4.07
H 4.06 0.50 -3.34
H 1.07 2.86 -2.04
H 0.31 4.02 -3.99
H 0.01 2.82 -6.14
H 0.35 0.44 -6.27
H 1.12 -0.81 -4.28
H -0.40 3.04 3.72
H 1.08 3.09 5.68
H 2.72 1.39 6.15
H 2.78 -0.64 4.59
H 3.81 -0.95 1.30
H 5.87 -2.34 1.29
H 6.00 -4.40 2.62
H 4.04 -5.04 4.13
H 1.90 -3.71 3.94
H 0.15 -3.98 2.06
H -1.67 -5.17 3.29
H -2.74 -4.11 5.31
H -2.07 -1.89 6.11
H -0.20 -0.74 4.81
O -1.94 -4.15 -1.58
S -0.92 -3.58 -0.75
O -0.02 -4.53 -0.05
O -1.50 -2.64 0.25
O -0.03 -2.62 -1.59
N -3.70 0.20 3.05
H -3.69 -0.51 3.70
H -2.77 0.64 3.09
H -3.83 -0.26 2.19

Summary:
Total charge: -1
Energy relative to the best compared isomer or geometry (same formula, charge and spin) (kcal/mol): 18.1
Highest occupied orbital energy (eV): -4.4814
Orbital gap (eV): 6.89
Spin multiplicity: 1


(3)
Computed, not measured: one molecule with the formula C5H10O2S, with ωB97M-V/def2-TZVPD.

Cartesian coordinates (Å):
O 2.42 -1.28 -1.57
C 2.23 -1.31 -0.39
O 2.82 -2.19 0.46
C 1.29 -0.37 0.35
C 0.11 -0.02 -0.56
C -0.68 1.28 -0.24
S -2.00 1.09 1.02
C -3.55 1.39 -0.09
H 3.45 -2.82 0.10
H 1.04 -0.79 1.37
H 1.84 0.58 0.62
H -0.62 -0.72 -0.94
H 0.67 0.12 -1.53
H 0.08 2.07 -0.07
H -0.99 1.74 -1.20
H -3.67 2.38 -0.49
H -3.62 0.59 -0.85
H -4.43 1.13 0.50

Summary:
Energy relative to the best compared isomer or geometry (same formula, charge and spin) (kcal/mol): 18.4
Highest occupied orbital energy (eV): -8.7646
Orbital gap (eV): 9.50
Spin multiplicity: 1


(4)
Computed, not measured: an isolated ion of composition C2H8NO2 and charge +1, with ωB97M-V/def2-TZVPD.

Cartesian coordinates (Å):
C -1.87 -0.15 0.00
C 0.61 -0.34 0.01
N -0.57 0.56 0.00
O 2.87 -0.32 -0.01
O 1.72 0.51 0.00
H -1.94 -0.79 -0.88
H -1.96 -0.76 0.89
H -2.68 0.57 -0.03
H 0.60 -0.97 0.91
H 0.60 -0.99 -0.88
H -0.50 1.18 0.82
H -0.49 1.17 -0.83
H 3.60 0.32 -0.01

Summary:
Total charge: +1
Energy relative to the best compared isomer or geometry (same formula, charge and spin) (kcal/mol): 94.9
Highest occupied orbital energy (eV): -14.5321
Orbital gap (eV): 10.91
Spin multiplicity: 1


(5)
Computed, not measured: C8H10NO as an isolated structure, with ωB97M-V/def2-TZVPD.

Cartesian coordinates (Å):
C -2.00 -0.88 0.37
C -2.49 0.31 0.63
C 1.72 1.63 0.20
C 0.28 -0.14 -0.16
C -0.40 1.54 0.58
C -0.60 -1.28 -0.33
C -1.86 1.64 0.64
C 2.66 -0.25 -0.90
N 1.53 0.33 -0.24
O 0.65 2.28 0.61
H -2.61 -1.71 0.56
H -3.52 0.25 1.10
H 2.64 2.23 0.24
H -0.28 -2.18 0.05
H -0.91 -1.41 -1.42
H -2.30 2.29 -0.04
H -2.32 2.36 1.42
H 3.02 -1.15 -0.30
H 2.20 -0.66 -1.90
H 3.44 0.58 -0.98

Summary:
Total charge: +1
Energy relative to the best compared isomer or geometry (same formula, charge and spin) (kcal/mol): 134.1
Highest occupied orbital energy (spin up / spin down) (eV): -12.3046 / -12.3048
Orbital gap (spin up / spin down) (eV): 8.53 / 8.53
Spin multiplicity: 1


(6)
Computed, not measured: a 7-piece molecular cluster, C15H44O7 overall, with ωB97M-V/def2-TZVPD.

Cartesian coordinates (Å):
O 0.11 -0.80 0.88
H -0.82 -1.01 0.56
H 0.01 0.11 1.28
O -0.23 -2.77 3.16
H -0.03 -2.33 2.31
H 0.51 -3.32 3.38
C -4.42 -0.18 -1.98
C -3.29 0.11 -0.93
C -4.00 0.45 0.34
O -2.53 -1.08 -0.67
H -5.18 -0.84 -1.55
H -4.08 -0.57 -2.93
H -4.91 0.77 -2.29
H -2.76 0.97 -1.32
H -4.86 1.16 0.21
H -3.35 0.82 1.09
H -4.41 -0.52 0.72
H -2.46 -1.59 -1.49
C 4.60 -0.12 -1.19
C 3.55 -0.78 -0.32
C 3.77 -0.40 1.14
O 2.27 -0.32 -0.79
H 4.64 -0.41 -2.26
H 5.56 -0.40 -0.71
H 4.56 0.95 -1.16
H 3.59 -1.83 -0.48
H 3.09 -0.96 1.76
H 3.60 0.64 1.34
H 4.83 -0.56 1.45
H 1.55 -0.52 -0.15
C 0.23 -3.77 -1.46
C 0.71 -3.10 -2.73
C -0.28 -2.02 -3.14
O 2.08 -2.62 -2.60
H 0.04 -3.02 -0.68
H 1.07 -4.43 -1.15
H -0.66 -4.36 -1.65
H 0.71 -3.86 -3.50
H -0.07 -1.18 -2.47
H -1.32 -2.31 -3.14
H -0.08 -1.63 -4.15
H 2.14 -1.73 -2.15
C -0.21 2.11 -2.20
C 1.01 2.92 -1.83
C 0.82 3.50 -0.43
O 2.26 2.26 -2.05
H -0.31 2.06 -3.32
H -1.16 2.63 -1.90
H -0.20 1.10 -1.75
H 1.08 3.76 -2.52
H 1.74 4.01 0.01
H 0.61 2.75 0.36
H 0.06 4.24 -0.47
H 2.22 1.35 -1.78
C 0.23 0.88 4.39
C -1.13 1.05 3.63
C -2.18 1.95 4.29
O -0.84 1.50 2.29
H 0.69 -0.02 3.98
H 0.14 0.76 5.47
H 0.86 1.77 4.16
H -1.51 0.03 3.48
H -1.79 2.97 4.40
H -2.34 1.52 5.26
H -3.05 1.88 3.65
H -0.48 2.38 2.31

Summary:
Energy relative to the best compared isomer or geometry (same formula, charge and spin) (kcal/mol): 12.3
Highest occupied orbital energy (eV): -9.7935
Orbital gap (eV): 10.36
Spin multiplicity: 1


(7)
Computed, not measured: a 6-piece molecular cluster, C39H35INO12P overall, with ωB97M-V/def2-TZVPD.

Cartesian coordinates (Å):
O 3.82 -5.56 -0.91
O 3.28 -6.09 -2.13
C 2.32 -5.15 -2.61
P 3.16 -3.55 -3.27
C 1.87 -3.24 -4.55
C 0.88 -2.11 -4.23
C 0.17 -2.29 -2.88
I -0.02 -0.46 -1.80
C 4.22 -2.05 -3.79
C 5.35 -2.22 -4.58
C 6.11 -1.12 -4.94
N 5.81 0.12 -4.57
C 4.74 0.29 -3.81
C 3.93 -0.75 -3.39
H 4.70 -5.29 -1.19
H 1.79 -5.71 -3.38
H 1.64 -4.91 -1.78
H 4.29 -4.38 -3.59
H 2.97 -2.93 -2.00
H 2.39 -2.99 -5.48
H 1.32 -4.16 -4.73
H 0.10 -2.13 -4.99
H 1.37 -1.14 -4.29
H 0.66 -2.98 -2.21
H -0.86 -2.60 -3.02
H 5.64 -3.21 -4.92
H 7.00 -1.25 -5.55
H 4.51 1.32 -3.51
H 3.09 -0.53 -2.74
C -0.56 -8.50 -0.36
C -0.20 -7.52 -1.18
C -1.14 -6.42 -1.52
O -0.80 -5.52 -2.27
C -2.48 -6.44 -0.90
C -2.84 -7.43 -0.08
C -1.91 -8.53 0.25
O -2.24 -9.43 1.00
H 0.10 -9.32 -0.10
H 0.79 -7.47 -1.63
H -3.14 -5.62 -1.15
H -3.82 -7.47 0.39
C -1.35 2.92 2.60
C -0.80 2.86 3.81
C 0.43 2.07 4.06
O 0.94 2.04 5.16
C 1.03 1.35 2.91
C 0.49 1.41 1.70
C -0.75 2.20 1.45
O -1.24 2.25 0.35
H -2.24 3.49 2.39
H -1.22 3.38 4.66
H 1.93 0.79 3.12
H 0.90 0.90 0.84
C -3.76 -2.70 -6.77
C -4.47 -3.77 -7.13
C -4.31 -5.07 -6.44
O -4.95 -6.04 -6.77
C -3.32 -5.14 -5.33
C -2.61 -4.08 -4.97
C -2.77 -2.78 -5.67
O -2.12 -1.80 -5.34
H -3.86 -1.74 -7.26
H -5.20 -3.74 -7.93
H -3.22 -6.11 -4.85
H -1.89 -4.11 -4.17
C 0.34 8.43 3.06
C -0.64 7.85 3.75
C -0.45 6.52 4.38
O -1.34 5.98 5.00
C 0.87 5.87 4.22
C 1.85 6.44 3.53
C 1.66 7.78 2.90
O 2.55 8.31 2.27
H 0.23 9.40 2.60
H -1.61 8.31 3.89
H 0.99 4.90 4.70
H 2.82 5.99 3.39
C -1.94 7.98 7.53
C -2.50 7.13 8.39
C -3.17 7.62 9.62
O -3.68 6.85 10.41
C -3.21 9.09 9.85
C -2.65 9.93 8.99
C -1.98 9.45 7.76
O -1.48 10.22 6.97
H -1.45 7.65 6.63
H -2.48 6.06 8.24
H -3.71 9.41 10.76
H -2.67 11.01 9.13

Summary:
Highest occupied orbital energy (eV): -8.4793
Orbital gap (eV): 6.64
Spin multiplicity: 1


(8)
Computed, not measured: an isolated ion of composition C5H10NO2 and charge -1, with ωB97M-V/def2-TZVPD.

Cartesian coordinates (Å):
C -0.45 1.79 0.02
C 0.01 0.73 0.96
N 0.72 -0.61 0.55
C 1.79 -0.33 -0.46
C -0.24 -1.58 0.24
C -1.42 -0.97 -0.66
O -1.13 -0.57 -1.79
O -2.60 -0.89 -0.13
H 0.18 2.34 -0.59
H -1.33 1.27 -0.62
H -1.08 2.48 0.76
H -1.00 0.37 1.39
H 0.71 1.17 1.67
H 2.69 -0.88 -0.08
H 1.51 -0.67 -1.53
H 2.06 0.69 -0.55
H 0.20 -2.42 -0.44
H -0.64 -1.94 1.25

Summary:
Total charge: -1
Energy relative to the best compared isomer or geometry (same formula, charge and spin) (kcal/mol): 56.5
Highest occupied orbital energy (eV): -3.5424
Orbital gap (eV): 7.57
Spin multiplicity: 1